{
  "formula": "C28H36CsGeN2O8",
  "method": "ωB97M-V/def2-TZVPD",
  "symbols": ["H", "H", "C", "O", "C", "C", "H", "H", "O", "C", "H", "C", "C", "H", "H", "H", "C", "C", "O", "H", "C", "H", "C", "C", "H", "N", "C", "H", "H", "H", "O", "H", "H", "H", "H", "C", "C", "O", "H", "H", "C", "H", "C", "H", "H", "C", "C", "C", "H", "H", "C", "O", "C", "H", "H", "Cs", "H", "H", "H", "H", "O", "C", "C", "C", "H", "C", "H", "C", "Ge", "C", "H", "H", "N", "O", "H", "C"],
  "positions_angstrom": [[1.69960, 4.09867, 4.69887], [-1.62208, -0.49259, 4.13086], [-2.11526, 5.72076, 2.65635], [6.35029, -0.28478, -0.32530], [-0.42003, -2.45132, -5.03065], [-1.64087, -1.79575, 2.42518], [1.42846, 1.91670, 3.55248], [-0.95784, -2.51187, 2.86477], [2.20036, 2.01440, -0.34461], [-0.07193, 4.92065, 3.79638], [-0.68994, -2.91808, -2.17389], [-2.18313, -4.26620, -4.74383], [0.71100, 2.71519, 3.38976], [-0.03024, 5.88976, 4.27614], [2.81645, -5.41983, -2.05077], [-4.03116, 0.77908, 0.83218], [0.86498, 3.93499, 4.03120], [-2.01441, -0.66333, 3.13575], [4.20499, -2.26232, -0.70723], [-1.81400, -2.87050, 0.57485], [-3.36509, 0.05254, 1.28360], [-4.44843, 6.72252, 1.89183], [-2.12727, -2.00194, 1.14101], [4.07493, -1.04341, -0.62753], [1.93790, -4.34168, -4.76263], [-0.29077, 2.44197, 2.56176], [-2.98761, -1.07526, 0.56893], [2.72244, -2.12406, -3.58825], [0.15684, -5.74966, -3.54944], [0.33766, 1.52272, -3.81526], [-2.36130, 6.60705, 3.46108], [-0.16651, -4.56663, -5.40311], [-4.11666, 6.54828, 0.15489], [-2.96048, -3.49961, -4.82617], [0.40624, -2.15236, -5.68603], [2.81744, -0.30640, -0.71585], [2.15608, -2.93242, -3.11497], [-0.87938, 0.06892, -2.12387], [0.39691, -4.92592, -1.99716], [-1.18395, -3.74086, -6.57286], [4.51677, 1.29091, -0.30941], [-3.16238, 1.14582, 3.12065], [-3.67448, 6.75348, 1.12477], [2.50438, -2.95270, -2.08139], [-1.21421, -1.70607, -5.14623], [0.76296, -5.72800, -2.64019], [2.23884, -5.50344, -2.97450], [0.95987, 0.70152, -3.45380], [-3.33683, -1.21897, -0.44584], [2.61761, -6.37230, -3.52124], [-1.10955, 4.66679, 2.89958], [5.09087, 2.34724, -0.10462], [-1.16278, 3.40532, 2.31277], [-3.60791, -5.90290, -4.69022], [0.61836, -6.67632, -2.11852], [0.11587, 0.70159, 0.17891], [1.51553, 0.26438, -4.28563], [-1.97118, -6.38233, -5.16926], [-3.00939, -5.52632, -6.31045], [3.55249, -4.23729, -4.07824], [1.68635, -0.86261, -0.92951], [0.07115, -0.30649, -2.79548], [-2.72640, -5.59750, -5.25764], [3.05872, 1.09922, -0.45820], [-2.27552, 5.21832, 0.67907], [-0.94473, -3.80446, -5.50518], [-2.76101, 8.23006, 1.93799], [5.16110, -0.05095, -0.40746], [0.28850, -2.27190, -3.15628], [-2.87929, 0.25890, 2.56614], [-1.93405, -4.35367, -3.68162], [-1.97091, 3.14407, 1.63612], [-2.73849, 5.69242, 1.43757], [-3.08059, 8.02106, 1.05086], [1.67088, 1.10980, -2.73461], [2.49012, -4.25236, -3.81824]],
  "atomic_forces_ev_per_a": [[0.00, -0.01, -0.02], [0.00, -0.01, -0.02], [-0.20, 0.47, -0.67], [0.00, 0.00, 0.04], [0.18, 0.09, 0.19], [0.02, -0.01, 0.01], [-0.02, 0.03, -0.03], [0.00, 0.01, -0.01], [0.98, 0.68, -0.50], [-0.19, 0.06, -0.13], [-0.09, -0.08, 0.17], [0.04, -0.12, -0.11], [0.14, -0.11, 0.05], [0.05, -0.02, 0.02], [0.01, -0.03, 0.01], [0.01, -0.02, 0.01], [-0.01, 0.09, 0.05], [0.04, -0.04, 0.06], [0.08, 0.04, 0.00], [0.00, 0.02, 0.00], [-0.09, 0.06, -0.03], [-0.07, 0.09, 0.02], [0.00, -0.03, -0.05], [-0.26, -0.31, 0.00], [0.09, -0.02, -0.02], [0.11, 0.20, 0.41], [0.00, -0.08, -0.08], [0.00, 0.04, 0.02], [-0.04, 0.01, 0.02], [0.04, 0.04, -0.02], [-0.02, -0.11, 0.21], [-0.02, -0.01, -0.08], [0.00, -0.03, -0.05], [0.02, 0.02, 0.05], [-0.05, 0.13, 0.06], [0.33, 0.07, 0.00], [-0.31, 0.07, 0.00], [-0.51, -0.27, -1.09], [-0.08, -0.11, -0.02], [-0.02, -0.07, -0.02], [-0.11, 0.39, 0.16], [0.00, -0.02, -0.01], [0.09, -0.12, 0.16], [-0.06, 0.09, 0.00], [0.06, 0.05, -0.03], [0.26, 0.04, 0.07], [-0.19, 0.08, -0.12], [0.12, 0.17, -0.31], [0.01, 0.00, 0.02], [0.04, -0.02, 0.04], [0.43, -0.40, 0.34], [0.01, 0.02, -0.02], [-0.23, 0.25, 0.06], [0.03, -0.06, -0.04], [-0.03, 0.02, 0.02], [-2.32, 0.46, 2.26], [0.04, 0.03, 0.04], [-0.04, -0.02, 0.01], [0.00, 0.00, 0.00], [-0.01, 0.01, -0.03], [0.93, -0.86, -0.74], [-0.16, -0.47, -0.27], [0.02, 0.12, 0.09], [0.36, -0.32, -0.02], [-0.01, -0.02, 0.02], [-0.08, -0.03, 0.22], [-0.02, -0.06, 0.04], [0.50, -0.15, -0.09], [0.42, -0.03, -0.33], [-0.03, 0.06, 0.04], [-0.07, 0.02, -0.04], [-0.06, 0.00, -0.03], [0.02, -0.06, 0.07], [0.01, 0.09, -0.08], [0.03, -0.03, 0.08], [-0.11, 0.00, -0.04]],
  "mulliken_charge": [0.429, 0.379, 0.362, -0.671, -1.373, -0.437, 0.416, 0.349, -1.022, -0.360, -0.553, -0.161, -0.421, 0.476, 0.300, 0.336, -0.713, -0.305, -0.783, 0.285, -0.376, 0.300, -0.233, 0.121, 0.210, -0.124, -0.316, 0.507, -0.009, 0.313, -0.688, 0.099, 0.365, 0.468, 0.463, 0.193, -0.657, -0.819, 0.011, 0.468, 0.183, 0.422, -0.470, 0.191, 0.509, -0.477, -0.685, -0.849, 0.291, 0.413, 0.202, -0.698, -0.370, 0.385, 0.462, 1.381, 0.314, 0.287, 0.335, 0.377, -0.768, 0.516, -1.417, 0.802, 0.271, -0.457, 0.362, 0.362, 0.950, -0.376, 0.125, 0.609, -0.157, -0.561, 0.211, -0.502],
  "charge": -1,
  "orbital_gap_ev": 5.2,
  "e_above_lowest_kcal_mol": 37.41,
  "homo_energy_ha": -0.1313,
  "total_energy_ev": -106045.33653
}